92
Properties=species:S:1:pos:R:3 method="wB97M-V/def2-TZVPD" total_energy_ev=-74552.046 max_force_ha_per_bohr=0.1443 e_homo_ev="-15.705 / -16.901" total_charge=+3 e_above_lowest_ev=0.000 gap_ha="0.217 / 0.191" spin_multiplicity=5
C -1.214 -0.701 -2.378
C -2.363 -0.474 -0.405
C -2.351 -1.223 -3.011
C -3.591 -0.824 -0.991
C -3.574 -1.212 -2.335
H -2.230 -1.619 -4.021
H -4.491 -0.904 -0.375
H -4.488 -1.546 -2.839
N -1.347 -0.054 -1.203
P 1.270 0.515 -2.285
P -1.468 0.246 2.483
C 0.209 -0.916 -2.854
H 0.632 -1.828 -2.394
H 0.221 -1.079 -3.938
C 1.788 1.034 1.075
O 2.572 1.192 1.929
C -1.966 -1.008 0.948
H -2.793 -1.601 1.335
C -1.529 -1.089 3.872
C -1.443 2.040 3.167
C 2.992 -0.243 -2.236
C 0.982 1.643 -3.807
C -0.060 -1.511 4.088
H 0.613 -0.649 4.184
H 0.011 -2.105 5.013
H 0.311 -2.134 3.264
C -2.157 -0.538 5.164
H -1.660 0.334 5.593
H -3.217 -0.302 4.993
H -2.111 -1.344 5.914
C -2.418 -2.329 3.598
H -2.234 -3.043 4.414
H -3.479 -2.042 3.627
H -2.223 -2.890 2.680
C -0.345 2.112 4.238
H 0.644 1.983 3.772
H -0.385 3.108 4.707
H -0.436 1.358 5.025
C -1.098 3.086 2.105
H -0.071 2.965 1.747
H -1.771 3.053 1.242
H -1.168 4.091 2.551
C -2.877 2.284 3.635
H -3.167 1.651 4.479
H -2.977 3.337 3.937
H -3.573 2.096 2.802
C 2.054 2.737 -3.848
H 1.799 3.427 -4.668
H 2.099 3.321 -2.921
H 3.050 2.329 -4.071
C -0.416 2.264 -3.705
H -1.197 1.497 -3.649
H -0.518 2.924 -2.840
H -0.597 2.865 -4.608
C 1.008 0.885 -5.152
H 1.042 1.639 -5.953
H 1.882 0.240 -5.277
H 0.100 0.291 -5.311
C 3.001 -1.478 -1.312
H 2.406 -2.303 -1.722
H 4.043 -1.827 -1.236
H 2.628 -1.254 -0.303
C 3.998 0.787 -1.698
H 3.815 1.024 -0.641
H 5.004 0.347 -1.774
H 3.994 1.720 -2.275
C 3.422 -0.701 -3.633
H 2.717 -1.426 -4.060
H 3.570 0.137 -4.323
H 4.392 -1.208 -3.529
Ru 0.485 0.740 -0.161
N 0.369 -1.003 0.589
C -0.719 -1.687 0.825
C -0.552 -3.173 0.868
C 0.711 -3.600 1.304
C -1.534 -4.100 0.474
C 1.020 -4.954 1.346
H 1.441 -2.841 1.605
C -1.216 -5.466 0.512
H -2.509 -3.742 0.123
C 0.054 -5.882 0.934
H 2.010 -5.259 1.688
H -1.966 -6.196 0.193
H 0.297 -6.942 0.944
S 0.171 5.397 -1.006
C 1.841 4.986 -0.708
C 1.991 3.643 -0.436
N 0.790 2.933 -0.496
C -0.245 3.737 -0.800
H 2.644 5.706 -0.708
H 2.928 3.148 -0.203
H -1.274 3.396 -0.882

***

32
Properties=species:S:1:pos:R:3 method="wB97M-V/def2-TZVPD" total_energy_ev=-60946.403 max_force_ha_per_bohr=0.0047 e_homo_ev="-7.798 / -8.293" total_charge=0 e_above_lowest_ev=0.095 gap_ha="0.282 / 0.221" spin_multiplicity=5
Rh 0.161 -0.851 1.345
C 1.532 1.903 0.646
N 1.917 0.493 0.720
C 3.066 0.327 1.612
C 2.188 -0.077 -0.608
C 0.933 -0.129 -1.465
N -0.182 -0.577 -0.638
C -1.458 -0.432 -1.147
C -2.515 -0.131 -0.278
F -2.241 0.051 1.034
C -3.816 0.013 -0.703
F -4.760 0.315 0.196
C -4.150 -0.126 -2.036
C -3.128 -0.420 -2.913
F -3.395 -0.580 -4.215
C -1.820 -0.575 -2.491
F -0.892 -0.912 -3.404
H 2.338 2.504 0.208
H 1.320 2.265 1.651
H 0.633 2.014 0.044
H 3.934 0.891 1.247
H 3.333 -0.728 1.677
H 2.802 0.679 2.608
H 2.567 -1.089 -0.449
H 2.969 0.494 -1.127
H 1.129 -0.797 -2.305
H 0.718 0.857 -1.895
H -5.168 -0.013 -2.378
S 1.866 -1.407 4.683
C 0.470 -1.424 3.752
S -0.215 -2.717 2.900
S -0.136 0.180 3.731

***

53
Properties=species:S:1:pos:R:3 method="wB97M-V/def2-TZVPD" total_energy_ev=-47236.077 max_force_ha_per_bohr=0.1482 e_homo_ev=-5.173 total_charge=-1 gap_ha=0.281
C -2.826 -3.121 2.405
C -2.356 -3.435 0.833
C -2.393 -2.103 -0.126
I -2.624 -2.783 -2.209
In -0.741 -0.604 0.208
C -1.125 0.386 2.260
C -2.166 1.650 2.156
C -3.734 1.155 2.116
S -4.594 1.972 0.665
C -0.773 1.125 -1.307
C 0.137 2.400 -0.750
C 1.750 2.209 -1.113
C 2.065 3.187 -2.430
C 3.554 2.800 -3.018
N 4.489 2.726 -1.828
N 1.233 -1.366 0.278
C 1.533 -2.223 1.483
C 3.000 -1.934 2.234
O 0.775 -3.198 1.989
C 1.743 -1.938 -1.017
C 0.965 -2.045 -2.450
O 3.024 -2.402 -0.999
H -3.386 -2.071 2.498
H -3.646 -3.922 2.737
H -1.947 -3.198 3.173
H -3.209 -4.159 0.415
H -1.362 -4.060 0.770
H -3.416 -1.544 0.133
H -1.615 -0.420 2.981
H -0.091 0.718 2.755
H -1.962 2.246 1.160
H -2.040 2.411 3.042
H -3.875 -0.006 1.999
H -4.272 1.518 3.090
H -5.163 0.966 -0.170
H -0.287 0.832 -2.348
H -1.911 1.413 -1.476
H 0.073 2.511 0.414
H -0.219 3.339 -1.352
H 2.035 1.114 -1.412
H 2.390 2.592 -0.183
H 2.013 4.332 -2.118
H 1.208 2.932 -3.211
H 3.908 3.618 -3.784
H 3.439 1.793 -3.605
H 5.486 2.721 -2.145
H 4.380 3.647 -1.319
H 3.074 -0.771 2.425
H 3.080 -2.554 3.232
H 3.873 -2.199 1.480
H 0.659 -3.179 -2.658
H 0.079 -1.300 -2.607
H 1.764 -1.782 -3.297

***

89
Properties=species:S:1:pos:R:3 method="wB97M-V/def2-TZVPD" total_energy_ev=-113202.281 max_force_ha_per_bohr=0.0116 e_homo_ev="-7.249 / -7.249" total_charge=0 e_above_lowest_ev=0.000 gap_ha="0.260 / 0.252" spin_multiplicity=2
Ir -0.198 -0.113 -1.092
C 1.571 4.982 3.973
C 1.859 4.093 2.795
C 2.119 4.640 1.540
C 2.345 3.829 0.441
C 2.317 2.451 0.596
C 2.072 1.883 1.835
C 1.844 2.708 2.927
S 2.631 1.435 -0.821
O 2.093 2.117 -1.962
O 4.032 1.104 -0.842
N 1.743 0.088 -0.480
C 2.394 -1.147 -0.291
C 3.611 -1.358 0.321
C 4.119 -2.660 0.483
C 3.425 -3.761 0.068
C 2.164 -3.589 -0.543
C 1.373 -4.665 -1.003
C 0.175 -4.413 -1.601
C -0.266 -3.085 -1.721
N 0.430 -2.060 -1.283
C 1.660 -2.285 -0.714
H 0.532 5.318 3.957
H 2.203 5.871 3.960
H 1.736 4.458 4.913
H 2.136 5.717 1.422
H 2.521 4.255 -0.537
H 2.042 0.806 1.952
H 1.648 2.260 3.894
H 4.189 -0.518 0.669
H 5.084 -2.780 0.958
H 3.817 -4.761 0.202
H 1.732 -5.679 -0.875
H -0.457 -5.209 -1.969
H -1.223 -2.866 -2.176
C -0.343 3.439 -5.393
C -0.189 3.337 -3.896
O -1.119 2.322 -3.423
P -1.891 2.428 -2.066
S -0.809 2.108 -0.454
S -3.441 1.083 -2.206
O -2.509 3.883 -1.972
C -3.849 4.247 -2.375
C -3.940 4.423 -3.873
H 0.423 4.105 -5.793
H -1.323 3.830 -5.667
H -0.219 2.458 -5.850
H -0.412 4.283 -3.401
H 0.805 3.010 -3.604
H -4.052 5.175 -1.845
H -4.546 3.490 -2.012
H -3.196 5.142 -4.218
H -4.929 4.796 -4.141
H -3.780 3.474 -4.388
S -2.212 -0.614 -1.971
Sb -0.887 -1.346 2.243
C -1.198 -3.465 2.323
C -0.576 -4.325 3.225
C -0.828 -5.690 3.186
C -1.707 -6.212 2.247
C -2.333 -5.366 1.343
C -2.073 -4.002 1.378
C 0.814 -1.285 3.550
C 1.955 -2.013 3.221
C 3.113 -1.902 3.979
C 3.145 -1.053 5.078
C 2.013 -0.326 5.417
C 0.856 -0.441 4.658
C -2.301 -0.778 3.750
C -2.841 -1.665 4.676
C -3.734 -1.219 5.641
C -4.094 0.122 5.691
C -3.565 1.014 4.769
C -2.678 0.563 3.800
H 0.111 -3.930 3.964
H -0.339 -6.348 3.894
H -1.905 -7.276 2.221
H -3.021 -5.766 0.609
H -2.559 -3.350 0.658
H 1.952 -2.677 2.363
H 3.991 -2.474 3.707
H 4.048 -0.962 5.668
H 2.030 0.332 6.278
H -0.024 0.127 4.940
H -2.565 -2.714 4.648
H -4.150 -1.918 6.356
H -4.789 0.469 6.445
H -3.848 2.058 4.800
H -2.283 1.265 3.072